C32H80O4 | ωB97M-V/def2-TZVPD

Values from the calculation:
Energy relative to the best compared isomer or geometry (same formula, charge and spin), kcal per mole: 108.4
Total charge: 0
HOMO-LUMO gap, eV: 8.51
Total energy, Eh: -1567.392389
HOMO energy, eV: -8.09
LUMO level, eV: 0.4

Geometry as XYZ:
```
116
Properties=species:S:1:pos:R:3:lowdin_charge:R:1
O 5.4569 2.9387 3.2506 -0.11
O 5.2999 1.4167 0.7656 -0.13
O 2.7029 -2.0773 3.1956 -0.06
O 2.7749 0.3277 1.6126 -0.08
C -4.5861 -1.7433 -1.7734 -0.28
C 3.8869 0.3317 -3.9624 -0.30
C -0.9011 -2.7193 -2.1234 -0.28
C 2.4459 -0.7513 5.1086 -0.06
C 7.6229 0.7577 0.9426 -0.05
C -4.2101 1.4257 2.1066 -0.30
C 4.8759 0.3667 -2.9584 -0.33
C -3.1551 -1.4073 -1.9954 -0.23
C -0.0721 -2.6753 -0.9394 -0.23
C -6.6621 1.9007 2.7906 -0.27
C -0.8511 -3.0703 0.3346 -0.24
C -0.2041 -2.9463 1.6996 -0.10
C -2.4341 -0.5263 -0.9244 -0.15
C 3.0579 -2.0403 4.5696 -0.28
C 0.6089 -3.4083 -3.9204 -0.14
C -0.2491 -2.3583 -3.4714 -0.24
C -5.2571 -2.3973 -2.8784 -0.28
C 1.3949 0.9577 -4.5864 -0.21
C -5.3881 2.4257 2.4026 -0.30
C 3.7919 3.9907 4.6936 -0.11
C -6.7121 -2.8913 -2.5534 -0.06
C 4.1309 2.8877 3.8566 -0.37
C -2.9431 2.1167 1.7346 -0.16
C -7.6821 3.0047 2.4456 -0.27
C -0.9741 -0.0993 -1.4104 -0.06
C -9.1741 2.4837 2.5436 -0.14
C 6.1909 -0.2963 -3.2764 -0.11
C 0.0709 1.3867 -4.0104 -0.17
C 1.8969 2.1097 0.1806 -0.04
C 6.1609 0.3137 1.1146 -0.27
C 1.6089 0.7197 1.0526 -0.31
C 2.6159 0.9107 -3.4614 -0.18
H -5.0411 3.1117 3.1586 0.11
H -5.2471 -1.6633 -3.6384 0.10
H 4.5299 4.0067 5.4556 0.06
H 1.4129 -0.6463 4.8766 0.07
H 2.5899 1.8077 -0.7264 0.09
H 0.0279 0.8077 -3.1654 -0.05
H 0.7599 -3.3323 -0.9164 0.12
H -1.0211 -3.2793 2.4306 0.10
H 5.9699 -0.4403 0.4446 0.08
H -5.5471 2.9387 1.3046 0.16
H -0.1251 2.5247 -3.7014 0.12
H 4.0359 4.9317 4.2186 0.08
H 8.2649 -0.0173 1.5066 0.11
H 6.9219 -0.0393 -2.4614 0.07
H -9.8551 3.3207 2.9906 0.08
H -1.0171 -2.0943 -4.2184 0.14
H -0.3541 -1.0033 -1.5624 0.00
H -6.7921 1.1597 1.8316 0.17
H 2.4259 -0.4043 2.0976 0.03
H -0.8451 0.4837 -2.3124 0.03
H 2.6339 -2.9473 5.1356 0.13
H -9.6961 1.9617 1.7006 0.06
H 2.9199 0.1257 4.6606 0.06
H -0.8581 1.1527 -4.8044 0.14
H -7.2441 -3.4583 -3.3774 0.09
H 2.9089 1.9417 -3.1264 0.12
H 7.7519 1.6507 1.6346 0.10
H -1.4791 -3.9813 -0.1544 0.17
H 0.9369 2.5887 -0.0384 0.06
H 4.0249 -2.2973 4.9686 0.10
H -3.0611 -0.8813 -3.0724 0.18
H 1.5209 -3.2223 -4.7444 0.13
H 3.3769 2.8427 3.2516 0.04
H 2.4879 2.8407 0.6946 0.04
H 2.8109 -2.9493 2.9476 0.05
H -6.7121 1.4367 3.7676 0.12
H 2.5169 -0.7033 6.0996 0.03
H 2.3339 0.6337 -2.5214 0.04
H 2.7339 4.0247 5.1766 0.13
H -4.5701 -3.1343 -3.0134 0.08
H -1.3941 -3.5953 -2.2574 0.10
H -3.0181 2.4887 0.6606 0.10
H -4.3901 0.5707 1.3686 0.12
H 6.8799 -0.1073 -4.1644 0.10
H -6.5601 -3.7013 -1.9054 0.04
H 0.1489 -1.6233 -0.9994 0.03
H 5.3479 2.4157 2.3146 0.11
H 1.5569 1.8407 -5.3584 0.14
H -9.2621 1.7397 3.4506 0.08
H -7.6751 3.8937 3.2106 0.14
H 6.1499 -1.3283 -3.1594 0.04
H 3.7629 -0.8813 -4.2494 0.18
H 4.1789 0.7427 -4.8494 0.09
H -2.1741 1.2857 1.8186 0.06
H 0.3349 -1.5243 -3.4514 0.06
H -1.8391 -2.0413 -1.9704 -0.03
H -4.2191 0.8277 3.0586 0.11
H 0.7389 0.9397 1.6576 0.09
H -2.9781 0.2957 -0.8334 0.04
H 6.0129 0.1867 2.1546 0.10
H 0.4359 -1.9923 1.9006 0.10
H 4.4889 -0.2233 -2.2024 0.10
H 1.0959 -3.9103 -3.2194 0.00
H -5.0771 -0.7983 -1.5524 0.11
H -7.5761 3.1687 1.4306 0.06
H 1.3809 -0.1743 0.2216 0.15
H 0.1239 -4.3043 -4.6694 0.14
H -2.3491 -1.0733 0.0446 0.10
H 5.0919 1.4587 -2.8434 0.15
H -4.5381 -2.5353 -0.8284 0.18
H -0.6941 0.5147 -0.4974 0.09
H -7.2841 -2.0543 -2.2944 0.05
H 4.3739 1.2417 1.0556 0.05
H 7.8649 0.8037 -0.0134 0.00
H 0.4779 -3.7503 1.7536 0.03
H 1.3429 0.0257 -5.0504 0.06
H -1.6691 -2.3953 0.5466 0.05
H -2.3611 2.7637 2.4706 0.09
H -2.4411 -2.2933 -2.1684 0.04
H 4.1389 1.9447 4.4616 0.12
```